Computed, not measured: C17H44Ba2O17S5 as an isolated structure, with wB97M-V/def2-TZVPD.

The geometry in XYZ format:
```
85
Properties=species:S:1:pos:R:3:forces:R:3:lowdin_charge:R:1
Ba 12.629622 25.101963 -2.896491 0.103 -0.198 -0.027 1.132
Ba 15.283202 20.449368 1.894452 -0.111 -0.079 -0.350 1.101
O 14.214557 18.690163 -3.189868 1.850 -4.387 -0.202 -0.140
C 14.915296 17.445278 -3.379220 -0.586 5.223 0.139 -0.234
C 14.541327 16.088518 -2.581422 -2.170 -0.110 3.221 -0.263
O 14.127095 16.268188 -1.268511 0.951 0.114 -3.231 -0.092
H 15.963130 17.720168 -3.499983 0.884 -0.071 1.396 0.097
H 14.940776 17.226824 -4.446807 -1.589 -1.147 -0.614 0.148
H 15.459054 15.508761 -2.482725 1.149 0.466 -0.418 0.142
H 13.870556 15.464671 -3.172172 -0.402 0.188 -0.061 0.107
O 5.018796 12.904904 -4.873703 -0.336 -0.156 2.338 -0.304
S 4.954032 12.243103 -3.570914 0.348 -3.245 0.031 0.678
O 4.662010 12.844334 -2.270760 -0.305 0.100 -2.172 -0.311
O 4.055326 10.833957 -3.763562 -1.126 1.631 -0.005 -0.305
C 2.563449 10.899842 -3.687168 -0.276 0.959 -0.595 -0.203
C 1.867876 11.951307 -4.620433 0.523 -1.162 -0.369 -0.078
C 6.499134 11.262330 -3.252201 -1.476 1.270 -1.316 -0.096
H 2.278153 11.076868 -2.650169 0.275 0.327 0.043 0.106
H 2.153246 9.913430 -3.903551 0.693 -0.143 -0.275 0.112
H 1.930640 11.758303 -5.691366 1.466 -0.167 -0.175 0.072
H 2.220673 12.964220 -4.426386 -0.575 -0.020 0.079 0.067
H 0.793739 11.775659 -4.679287 -0.360 0.542 1.482 0.074
H 7.007319 12.074775 -2.732803 0.763 -0.836 0.256 0.057
H 6.891776 11.003096 -4.235428 0.293 0.308 0.142 0.062
H 6.228511 10.328222 -2.759955 0.100 0.595 0.536 0.068
O 22.094674 8.154023 -1.371831 -0.864 1.054 -1.534 -0.298
S 21.364195 8.651725 -2.530969 -0.783 -0.738 -0.382 0.686
O 21.672331 9.907181 -3.201683 0.157 -1.262 0.875 -0.311
O 21.360075 7.435261 -3.684163 -1.941 1.334 3.461 -0.275
C 22.347399 7.416802 -4.640860 2.184 -0.203 -0.947 -0.295
C 23.773721 7.058937 -4.072375 -0.970 0.900 -0.501 -0.041
C 19.541186 8.659659 -2.135357 1.494 0.072 -1.556 -0.095
H 22.392285 8.404220 -5.100311 0.091 -0.025 -0.294 0.105
H 21.922812 6.690401 -5.333807 0.591 0.035 -0.359 0.125
H 23.862457 7.615292 -3.139258 0.055 -0.453 0.281 0.055
H 24.543013 7.524376 -4.688528 -0.055 -0.293 -0.363 0.073
H 23.975557 5.993980 -3.957391 -0.180 0.167 0.148 0.077
H 19.311572 7.607347 -1.968026 -0.277 0.398 0.798 0.068
H 19.011010 8.988864 -3.029014 0.301 -0.214 -0.292 0.059
H 19.366429 9.477669 -1.436468 0.188 -0.767 0.669 0.066
O 21.556318 18.459336 0.602764 -0.010 -0.827 0.298 -0.316
S 22.809448 18.144806 -0.018402 2.596 0.018 -1.592 0.703
O 23.699125 19.279006 -0.313746 -1.291 -2.664 0.878 -0.300
O 23.727359 16.946466 0.826780 0.501 4.570 -1.179 -0.266
C 23.173079 15.793264 1.327763 -0.834 -2.533 -0.303 -0.305
C 23.992791 15.011624 2.447098 -0.576 0.815 0.169 -0.034
C 22.537549 17.191826 -1.623791 0.196 0.421 1.452 -0.088
H 23.126422 15.135371 0.459949 0.312 -0.716 -0.005 0.099
H 22.104849 15.972273 1.449941 -0.105 -0.119 1.328 0.107
H 23.825451 15.279097 3.490439 -0.768 0.477 -0.102 0.064
H 25.078928 15.103161 2.443322 0.002 0.145 -1.045 0.076
H 23.748768 13.950466 2.397136 -0.049 0.072 -0.324 0.072
H 22.011183 16.279319 -1.343816 -0.042 0.077 -0.089 0.053
H 23.512805 16.949683 -2.046126 -0.033 0.162 0.214 0.072
H 21.952552 17.796912 -2.316420 0.043 0.094 0.297 0.063
O 17.671193 27.073872 -5.903085 1.214 -0.150 -0.925 -0.344
S 18.811251 26.871850 -6.801051 0.464 -1.414 1.104 0.640
O 18.579368 26.721253 -8.223579 0.594 0.693 1.759 -0.280
O 19.926122 28.007894 -6.495504 -0.499 -1.311 0.387 -0.308
C 19.961627 28.721827 -5.174084 -0.880 0.986 -1.394 -0.184
C 19.089629 29.987625 -5.499471 0.137 -1.107 1.976 -0.055
C 19.791831 25.348510 -6.199670 -0.608 1.930 -0.293 -0.086
H 21.017974 28.871278 -4.950729 -0.034 0.323 -0.589 0.116
H 19.588488 28.194717 -4.296003 -0.410 -0.629 -0.561 0.105
H 19.528892 30.872530 -5.038947 0.240 0.308 -0.964 0.077
H 18.167049 29.894055 -4.926601 -0.244 -0.216 -0.115 0.062
H 18.798882 29.930565 -6.548427 0.543 0.833 0.141 0.085
H 20.092901 25.540631 -5.169835 -0.487 -0.014 0.124 0.051
H 20.734068 25.355094 -6.747616 -0.395 -0.339 -0.458 0.064
H 19.139130 24.482014 -6.305773 0.326 0.078 -0.130 0.058
O 11.734253 22.144032 -8.053836 0.051 -0.625 -1.352 -0.339
S 11.347048 21.387048 -9.240191 -1.401 -1.370 -0.432 0.656
O 10.301496 21.856384 -10.137211 1.851 -0.183 1.168 -0.290
O 12.627781 21.023448 -10.195041 -1.527 0.173 0.900 -0.257
C 13.941717 20.813625 -9.665569 1.045 0.562 -0.039 -0.290
C 14.584970 19.487383 -10.036462 -1.076 0.775 -0.558 -0.062
C 10.766364 19.675998 -8.676413 1.110 2.137 -0.862 -0.079
H 13.996399 20.941793 -8.584518 -0.413 0.163 0.055 0.109
H 14.536550 21.603704 -10.123899 0.042 0.146 0.178 0.122
H 14.566644 19.368908 -11.119845 0.000 -0.099 0.000 0.085
H 13.992460 18.688237 -9.591038 0.645 -0.322 0.161 0.076
H 15.627180 19.611831 -9.742492 -0.070 -0.676 0.304 0.085
H 11.524557 19.394376 -7.945711 -0.455 -0.353 0.097 0.054
H 10.766172 19.068679 -9.581539 -0.023 -0.029 0.228 0.067
H 9.758256 19.877968 -8.314434 0.240 -0.270 0.235 0.064
```
Positions in Å, forces in eV/Å.

The calculation puts the HOMO-LUMO gap at 2.27 eV. The calculation puts the HOMO energy at -10.17 eV. The net charge is +2. For the LUMO energy, the calculation gives -7.91 eV.